Record 1
Here is C4H9NO2 in the gas phase from the Open Molecules 2025 dataset. Energies are from the ωB97M-V functional and the def2-TZVPD basis.

Bonds (Å) are listed after each position.
Positions of all 16 atoms, in Å:
1 C 1.8403 -0.1790 -1.0019  O2 1.424, H8 1.099, H9 1.102, H10 1.097
2 O 1.0708 0.7079 -0.1956  C1 1.424, C3 1.411
3 C -0.2587 1.0422 -0.5307  O2 1.411, C4 1.752, H11 1.115, H12 1.080
4 C -1.2812 0.7746 0.8668  C3 1.752, N5 1.440, H13 1.095, H14 1.118
5 N -0.9133 -0.4922 1.4438  C4 1.440, C6 1.350, H15 1.011
6 C -0.6695 -1.4153 0.4899  N5 1.350, O7 1.218, H16 1.095
7 O -1.0993 -1.2760 -0.6409  C6 1.218
8 H 1.2818 -1.0571 -1.3539  C1 1.099
9 H 2.3077 0.3054 -1.8744  C1 1.102
10 H 2.6557 -0.5270 -0.3566  C1 1.097
11 H -0.4743 0.5904 -1.5267  C3 1.115
12 H -0.3870 2.1039 -0.6822  C3 1.080
13 H -2.3199 0.7350 0.5235  C4 1.095
14 H -1.3138 1.4793 1.7343  C4 1.118
15 H -0.4194 -0.5444 2.3238  N5 1.011
16 H -0.0200 -2.2479 0.7808  C6 1.095

Output
SMILES = COCCNC=O
Energy relative to the best compared isomer or geometry (same formula, charge and spin) = 2.752 eV
F_max = 0.0281 Eh/bohr
Frontier orbital gap = 0.380 hartree
E_HOMO = -9.4 eV
Total energy = -9877.3085 eV


Record 2
Here is 2 unconnected molecules or ions with the total composition C6H8ClO2 from the Open Molecules 2025 dataset. Energies are from the ωB97M-V functional and the def2-TZVPD basis.

Bonds (Å) are listed after each position.
Positions of all 17 atoms, in Å:
1 C -0.4939 -2.0080 1.7972  O7 1.180, O8 1.184
2 C -0.4858 0.6328 0.0414  C3 1.509, C4 1.500, C5 1.510, H10 1.089
3 C 0.7053 0.0365 -0.6681  C2 1.509, C4 1.501, C6 1.508, H11 1.091
4 C -0.3561 -0.8552 -0.0923  C2 1.500, C3 1.501, Cl9 1.792
5 C -1.4866 1.4768 -0.7107  C2 1.510, H12 1.090, H13 1.093, H14 1.093
6 C 2.0834 0.0988 -0.0585  C3 1.508, H15 1.086, H16 1.094, H17 1.090
7 O -0.7646 -3.1162 1.4972  C1 1.180
8 O -0.2540 -1.2031 2.6318  C1 1.184
9 Cl -1.4059 -1.6179 -1.3278  C4 1.792
10 H -0.3033 0.9813 1.0569  C2 1.089
11 H 0.7102 0.1730 -1.7506  C3 1.091
12 H -1.5936 1.1158 -1.7332  C5 1.090
13 H -1.1799 2.5252 -0.7390  C5 1.093
14 H -2.4667 1.4186 -0.2302  C5 1.093
15 H 2.0182 -0.0513 1.0155  C6 1.086
16 H 2.5488 1.0694 -0.2523  C6 1.094
17 H 2.7245 -0.6765 -0.4774  C6 1.090

Output
Charge = -1
F_max = 0.0404 Eh/bohr
Frontier orbital gap = 0.259 hartree
E_HOMO = -3.2 eV
Total energy = -22969.3466 eV


Number 1: LUMO energy 0.9530 eV. Number 2: LUMO energy 3.8521 eV.